43
Properties=species:S:1:pos:R:3:forces:R:3 method="wB97M-V/def2-TZVPD" s_squared=0.76 total_charge=+3 energy_ev=-59569.8413 largest_force_ev_per_a=1.9 lumo_energy_ev="-11.428 / -13.204" gap_ev="7.03 / 5.25" multiplicity=2 homo_energy_ev="-18.45 / -18.45"
Ir -0.789 -0.859 -1.150 -1.733 0.604 0.337
C 1.069 4.169 0.052 0.079 0.011 0.014
N 0.297 3.105 -0.613 -0.114 0.055 0.018
C -0.627 3.309 -1.600 0.049 0.003 -0.019
C -1.130 2.090 -1.941 -0.001 -0.003 0.064
N -0.511 1.154 -1.150 0.238 0.223 -0.085
C 0.355 1.789 -0.355 0.089 0.133 -0.057
P 1.508 0.947 0.773 0.147 -0.157 -0.156
C 2.067 -0.280 -0.474 -0.109 -0.072 0.020
N 1.236 -1.029 -1.216 0.332 -0.459 -0.301
C 1.998 -1.878 -1.981 0.016 0.126 0.124
C 3.306 -1.629 -1.693 0.021 -0.016 -0.045
N 3.331 -0.635 -0.755 0.089 0.054 -0.005
C 4.553 -0.050 -0.177 -0.012 0.023 0.062
C 0.272 -0.195 1.490 0.072 -0.039 0.037
N -0.612 -0.929 0.793 -0.069 -0.251 0.225
C -1.277 -1.761 1.663 -0.041 0.106 0.030
C -0.793 -1.506 2.906 0.016 -0.026 -0.016
N 0.166 -0.536 2.781 -0.053 0.041 0.035
C 0.948 0.020 3.900 0.062 0.030 0.009
H 0.689 5.128 -0.287 -0.022 -0.007 -0.007
H 2.121 4.091 -0.212 -0.009 -0.015 -0.032
H 0.946 4.100 1.130 -0.032 -0.008 -0.003
H -0.858 4.289 -1.985 0.026 0.012 0.024
H -1.869 1.845 -2.686 -0.011 -0.017 0.023
H 1.576 -2.598 -2.662 -0.009 0.022 -0.009
H 4.201 -2.084 -2.083 0.029 0.045 0.030
H 5.412 -0.504 -0.661 -0.009 -0.013 -0.012
H 4.596 -0.253 0.890 -0.002 -0.039 -0.006
H 4.571 1.022 -0.354 0.001 -0.005 -0.039
H -2.029 -2.465 1.355 0.008 0.009 -0.016
H -1.055 -1.943 3.856 0.023 0.024 0.013
H 0.547 -0.381 4.826 -0.022 -0.004 -0.006
H 0.860 1.103 3.913 -0.036 -0.001 -0.006
H 1.991 -0.272 3.808 -0.010 -0.032 -0.014
C -5.804 -2.167 -1.148 -0.151 0.073 -0.055
O -4.477 -2.749 -1.453 0.029 0.020 0.035
C -3.422 -2.066 -1.403 -0.202 -0.122 0.098
S -3.163 -0.444 -1.029 0.279 0.276 -0.076
S -1.897 -2.781 -1.804 0.915 -0.542 -0.251
H -6.411 -3.012 -0.847 0.030 -0.025 0.015
H -6.184 -1.724 -2.066 0.057 -0.004 -0.026
H -5.706 -1.432 -0.353 0.037 -0.034 0.028


40
Properties=species:S:1:pos:R:3:forces:R:3 method="wB97M-V/def2-TZVPD" total_charge=0 energy_ev=-30073.0893 smiles="N[C@@H](Cc1ccc(O)cc1)C(=O)N[C@@H](CCC(=O)O)C(=O)O" largest_force_ev_per_a=5.0 lumo_energy_ev=0.384 gap_ev=9.28 homo_energy_ev=-8.90 relative_energy_kcal_mol=83.14
C 1.870 1.908 -0.175 2.276 -1.336 0.579
C 2.403 1.143 1.166 2.087 -0.639 -4.471
C 2.173 1.111 -1.553 -0.855 -3.528 2.083
C 0.951 0.309 -2.073 0.454 0.545 0.952
C -0.233 1.010 -2.191 -0.232 1.783 -0.542
C 0.875 -1.076 -2.132 -2.164 -1.686 -0.936
C -1.462 0.433 -2.402 0.821 0.795 0.709
C -0.409 -1.669 -2.500 2.146 1.817 0.125
C -1.541 -0.894 -2.630 -0.083 -2.110 -0.006
C 0.078 0.187 1.619 -0.687 2.544 3.677
C -0.751 1.406 2.068 -1.925 -1.719 0.193
C -0.329 -1.063 2.522 -0.282 1.158 -1.530
C -1.731 -1.742 2.207 2.142 0.109 0.800
C -1.612 -2.247 0.802 4.080 -0.933 2.658
H 3.522 3.040 -0.266 1.105 -0.296 -0.146
H 2.430 3.390 0.899 0.604 0.527 -2.626
H 0.853 2.152 0.096 -0.692 -0.371 -0.808
H 2.631 1.706 -2.320 0.198 0.537 -0.056
H 2.796 0.161 -1.324 0.125 2.176 -0.049
H -0.176 2.128 -2.157 -0.156 -1.077 0.361
H 1.642 -1.847 -1.923 -0.060 1.112 -0.143
H -2.312 0.957 -2.112 -1.636 1.165 -0.426
H -0.483 -2.699 -2.725 0.145 -1.112 0.158
H -2.550 -2.294 -3.408 -0.516 0.527 0.386
H 1.881 -0.123 2.369 0.911 -1.174 1.732
H -0.097 0.149 0.647 -1.453 -1.245 -4.488
H 0.446 -1.723 2.124 -0.255 -0.602 0.988
H -0.185 -0.730 3.554 -0.071 -0.432 -0.072
H -2.603 -1.185 2.170 -1.256 2.115 0.351
H -1.990 -2.431 3.027 0.580 -0.566 -0.734
H -2.440 -2.664 -0.738 -1.266 1.250 1.543
H -2.704 1.605 2.159 0.334 0.009 -0.370
N 2.543 3.164 -0.167 -1.003 1.968 2.737
N 1.459 0.491 1.745 -1.906 -2.181 2.895
O 3.575 0.875 1.485 -0.948 1.732 -0.645
O -2.777 -1.510 -2.866 0.900 -0.334 -0.408
O -0.465 2.323 2.773 -0.191 -0.123 -0.557
O -0.480 -2.587 0.430 -2.521 -0.060 -1.078
O -2.724 -2.231 0.159 0.060 -1.730 -3.736
O -2.074 1.067 1.642 1.189 1.385 0.902


40
Properties=species:S:1:pos:R:3:forces:R:3 method="wB97M-V/def2-TZVPD" total_charge=0 energy_ev=-30076.0982 smiles="N[C@@H](CCC(=O)O)C(=O)N[C@@H](Cc1ccc(O)cc1)C(=O)O" largest_force_ev_per_a=3.6 lumo_energy_ev=0.313 gap_ev=9.17 homo_energy_ev=-8.86 relative_energy_kcal_mol=13.75
C -0.602 -0.921 -0.571 0.144 -0.136 0.213
C 0.019 -1.269 0.802 -3.523 0.313 0.539
C -2.014 -0.424 -0.451 -0.992 1.335 0.573
C -3.041 -1.552 -0.239 0.645 0.020 0.185
C -4.468 -1.083 -0.016 0.812 -0.163 -0.210
C 2.324 -0.919 -0.083 0.005 0.893 0.772
C 3.513 -1.875 -0.271 -0.085 -0.167 0.672
C 2.937 0.451 0.286 0.462 -0.722 -0.085
C 2.003 1.601 0.199 -1.410 1.419 0.430
C 1.931 2.499 -0.880 -0.432 0.226 -0.167
C 1.039 1.823 1.232 1.090 -1.475 -0.533
C 0.885 3.423 -1.000 -0.694 -0.011 1.647
C 0.003 2.706 1.143 -0.772 1.804 0.092
C -0.068 3.553 0.040 1.043 -0.924 -1.425
H 0.254 -1.912 -2.150 -0.300 -0.526 0.246
H -0.546 -2.907 -1.045 0.171 -0.118 -0.337
H -0.049 -0.066 -0.933 0.379 0.179 -0.358
H -2.241 0.220 -1.320 -0.023 -0.708 -0.003
H -2.028 0.321 0.369 -0.188 -0.565 -0.026
H -2.974 -2.221 -1.102 -0.355 0.203 -0.094
H -2.683 -2.140 0.619 -0.572 0.284 -0.052
H -5.846 -0.084 -0.844 0.713 -0.180 -0.092
H 1.579 -1.397 1.916 0.379 -0.024 -0.664
H 1.803 -0.841 -1.030 0.020 -0.074 -0.176
H 3.788 0.512 -0.376 0.182 0.595 -0.236
H 3.390 0.291 1.271 -0.193 0.380 0.104
H 2.661 2.583 -1.678 0.201 -0.662 0.075
H 1.130 1.189 2.102 -0.141 -0.002 0.211
H 0.759 4.087 -1.842 0.380 -0.001 -0.274
H -0.740 2.964 1.916 0.570 -0.773 -0.115
H -0.903 5.143 -0.655 -0.027 -0.330 0.082
H 2.342 -3.332 0.071 0.207 0.099 -0.250
N -0.549 -2.019 -1.531 0.739 0.237 -0.242
N 1.339 -1.349 0.918 1.854 -0.643 0.302
O -0.729 -1.430 1.781 1.402 0.049 -1.047
O -5.136 -1.334 0.946 -0.249 0.030 0.031
O -4.915 -0.328 -1.051 -0.664 0.075 0.251
O 4.644 -1.508 -0.374 0.195 0.220 -0.400
O -1.106 4.415 -0.051 -0.238 0.550 0.144
O 3.242 -3.177 -0.270 -0.734 -0.705 0.219


41
Properties=species:S:1:pos:R:3:forces:R:3 method="wB97M-V/def2-TZVPD" total_charge=0 energy_ev=-39781.0875 largest_force_ev_per_a=15.0 lumo_energy_ev=-0.414 gap_ev=8.29 homo_energy_ev=-8.71 relative_energy_kcal_mol=331.75
O -2.064 2.303 1.231 -3.240 0.466 -0.300
C -1.093 1.632 1.352 4.732 6.467 -0.906
N 0.145 2.203 1.072 -8.193 6.859 -1.771
H 0.922 1.769 1.228 5.963 -2.800 0.888
C 0.036 3.668 0.522 10.744 -2.554 0.329
C 0.859 3.548 -0.802 -1.997 0.653 3.056
C 0.548 2.807 -1.758 -8.023 -8.519 -9.402
C 1.380 2.865 -3.032 1.871 2.771 3.938
C 2.320 3.763 -2.510 1.456 -0.551 -0.744
O 1.986 4.067 -1.146 5.102 3.618 -1.331
H 3.417 4.147 -2.982 -3.522 -0.912 1.949
H 1.472 2.463 -4.057 -0.725 -0.020 1.111
H -0.605 2.099 -1.909 3.729 2.359 0.995
H 0.978 4.292 1.007 -3.293 -0.807 0.181
H -0.858 4.086 0.339 -3.120 1.087 0.190
C -0.853 0.384 1.754 -3.333 -8.647 2.005
C -1.088 -0.460 0.502 6.195 1.793 -4.715
N -0.878 -1.837 0.608 -0.345 -3.745 -0.328
S 0.668 -2.512 0.564 2.258 14.375 1.436
O 0.795 -3.734 1.123 -0.535 -6.860 1.499
O 1.421 -1.393 1.305 -1.008 -3.059 -2.002
C 1.326 -2.307 -1.047 -3.929 -8.844 0.627
C 1.675 -1.517 -2.036 0.868 6.988 4.882
N 1.884 -2.059 -3.124 -1.750 -6.644 -8.657
C 1.278 -3.401 -3.263 1.768 6.092 9.886
N 1.009 -3.680 -1.716 1.505 4.201 -2.897
H 0.634 -4.424 -1.105 0.239 0.230 -1.129
H 1.452 -4.187 -3.888 0.432 -1.616 -1.878
H 1.865 -0.372 -1.778 -0.114 -2.428 -1.007
C -1.842 -2.461 1.544 8.175 -3.054 -1.347
C -1.836 -1.740 2.692 -0.105 2.520 9.007
C -2.157 -0.169 2.539 6.339 -1.657 3.086
H -1.955 0.283 3.540 -0.883 -0.518 -0.358
H -3.106 0.055 2.237 -2.171 0.668 -1.418
H -2.680 -2.057 3.493 2.017 0.062 -1.768
H -0.755 -1.971 3.162 -2.388 1.193 -0.255
H -1.751 -3.519 1.493 0.820 -1.049 0.895
H -2.636 -2.363 1.142 -10.575 1.451 -5.671
H -0.190 -0.150 -0.368 -1.808 -0.471 2.342
H -1.834 -0.164 -0.207 -1.575 -0.057 0.567
H 0.111 0.043 2.281 -1.580 0.956 -0.985


38
Properties=species:S:1:pos:R:3:forces:R:3 method="wB97M-V/def2-TZVPD" total_charge=-2 energy_ev=-33761.3860 largest_force_ev_per_a=8.3 lumo_energy_ev=3.002 gap_ev=1.84 homo_energy_ev=1.16
C 1.580 2.544 -1.502 -0.959 0.512 -0.085
C 0.269 2.251 -0.558 -0.237 0.763 0.508
P -0.579 0.584 -1.002 2.413 0.092 2.436
C -1.595 0.118 0.547 -1.572 -0.963 1.449
C -0.612 -0.884 1.457 0.750 0.239 -0.868
N -1.578 0.727 -2.473 -1.500 -0.690 -2.279
C -0.538 0.522 -3.594 2.093 0.854 -2.794
O -0.296 1.313 -4.664 -1.525 -4.622 6.728
C 0.134 -0.891 -3.115 1.155 -2.327 0.175
C 1.620 -1.550 -3.296 -3.830 -2.352 2.014
C 1.843 -3.050 -2.590 -3.194 1.877 0.251
C 0.637 -3.819 -1.722 -1.357 3.371 -1.408
C -0.874 -3.117 -1.572 3.512 2.184 -2.902
C -1.057 -1.663 -2.300 1.206 -1.587 -0.535
C -2.316 -0.628 -2.449 -2.741 -2.634 0.564
O -3.625 -0.881 -2.494 7.566 1.863 0.426
H 1.176 3.088 -2.477 1.189 -1.325 1.821
H 2.121 1.527 -1.752 -1.060 2.114 0.416
H 2.309 3.284 -0.937 -1.458 -1.604 -1.173
H 0.664 2.135 0.552 -1.200 0.037 -1.913
H -0.554 3.083 -0.593 1.867 -1.081 0.128
H -1.967 1.029 1.192 1.008 -1.647 -1.167
H -2.559 -0.537 0.326 1.894 1.541 -0.001
H -0.908 -0.898 2.591 0.731 0.386 -2.296
H 0.494 -0.479 1.265 -2.364 -0.945 1.012
H -0.621 -2.001 1.047 -0.171 2.433 0.640
H 2.441 -0.981 -3.903 -1.707 -1.352 1.420
H 2.869 -3.605 -2.691 -2.177 1.302 0.241
H 0.826 -4.868 -1.199 -0.324 2.586 -1.295
H -1.767 -3.597 -0.990 2.040 1.007 -1.225
O 0.338 1.934 3.168 0.136 0.479 -0.190
C 0.504 2.087 4.490 -0.072 0.127 -1.128
C 0.111 0.724 5.235 0.172 -0.035 1.366
O 0.265 0.881 6.557 -0.205 -0.523 -0.207
H -0.090 2.877 4.981 -0.619 -0.004 -0.040
H 1.521 2.334 4.842 0.470 -0.420 -0.134
H 0.716 -0.063 4.750 0.641 -0.023 -0.016
H -0.901 0.469 4.874 -0.571 0.367 0.060


35
Properties=species:S:1:pos:R:3:forces:R:3 method="wB97M-V/def2-TZVPD" total_charge=+1 energy_ev=-16983.3406 largest_force_ev_per_a=4.3 lumo_energy_ev=-4.310 gap_ev=5.76 homo_energy_ev=-10.07 relative_energy_kcal_mol=42.78
C -2.502 -0.659 -3.239 -0.124 -0.221 -0.548
C -2.648 0.396 -2.182 0.423 -0.951 -0.827
N -1.811 0.382 -1.138 -0.967 1.830 0.921
B -0.793 -0.659 -1.185 1.193 -2.253 0.267
H 0.773 -0.501 0.429 0.566 -1.011 -1.941
C -1.978 1.297 -0.129 0.022 -0.473 -0.386
C -1.075 1.228 1.036 0.399 0.286 0.733
C -2.958 2.254 -0.229 -0.196 -0.012 -0.205
C -3.814 2.302 -1.330 1.194 -0.545 0.825
C -3.625 1.335 -2.287 -0.838 0.588 -0.245
H -3.285 -0.452 -3.989 0.521 -0.373 0.221
H -1.517 -0.649 -3.742 -0.370 0.197 0.229
H -2.643 -1.689 -2.860 -0.052 0.481 0.029
H -1.035 -1.711 -0.635 0.121 0.614 -0.059
H 0.117 -0.592 -1.943 -0.082 0.278 0.073
H -1.338 2.020 1.764 0.159 -0.514 -0.384
H -1.112 0.253 1.560 -0.095 0.434 -0.318
H -0.034 1.410 0.725 -0.498 -0.032 0.009
H -3.015 2.942 0.592 -0.238 0.320 0.112
H -4.564 3.050 -1.402 -0.547 0.457 -0.135
H -4.245 1.281 -3.153 -0.387 0.081 -0.400
C 1.381 -0.900 1.268 -1.180 -0.641 1.069
C 2.076 0.319 1.654 2.260 0.875 0.282
C 3.408 0.600 1.765 -2.997 0.821 -0.150
C 4.514 -0.234 1.821 1.708 -3.910 -0.088
C 4.511 -1.631 1.822 1.737 3.664 0.304
C 3.413 -2.490 1.688 -2.805 -0.206 -0.850
C 2.095 -2.222 1.373 1.993 -0.092 -0.502
H 0.420 -1.042 1.788 0.369 -0.007 1.180
H 1.434 1.178 1.639 0.050 0.422 0.335
H 3.646 1.645 1.819 -0.066 0.486 0.231
H 5.489 0.242 1.870 -0.091 -0.045 0.084
H 5.503 -2.085 1.917 -0.447 0.008 -0.029
H 3.706 -3.523 1.768 -0.387 -0.400 -0.057
H 1.507 -3.095 1.146 -0.347 -0.157 0.219